[1]
DFT (wB97M-V/def2-TZVPD) results for the molecule C4H9NO.

The value obtained for the total energy is -7826.950 eV. As for the spin multiplicity: 1. Its HOMO-LUMO gap is 0.2628 Eh. The value obtained for the energy above the lowest of the compared OMol25 structures with the same formula, charge and spin is 518.1 kJ/mol.

Each line ends with the natural charge from an NBO analysis.
Geometry (Å):
C1 0.669 1.350 -1.223  -0.407
N1 -0.067 0.238 -0.613  -0.427
C2 -0.877 0.338 0.653  -0.266
C3 -0.853 -1.208 0.536  -0.129
O1 -1.068 -2.009 1.651  -0.716
C4 0.580 -0.985 -0.017  -0.266
H1 1.374 1.776 -0.503  0.217
H2 1.226 0.989 -2.091  0.216
H3 -0.031 2.129 -1.535  0.216
H4 -1.803 0.913 0.534  0.194
H5 -0.223 0.818 1.412  0.151
H6 -0.822 -0.346 -1.102  0.442
H7 -0.490 -1.732 2.379  0.429
H8 1.363 -0.620 0.683  0.151
H9 1.023 -1.652 -0.765  0.194

[2]
DFT (wB97M-V/def2-TZVPD) results for a structure of composition C9H14FN3O.

The value obtained for the total energy is -18792.751 eV. As for the spin multiplicity: 1. Its HOMO-LUMO gap is 0.3470 Eh. The value obtained for the energy above the lowest of the compared OMol25 structures with the same formula, charge and spin is 68.1 kJ/mol.

Each line ends with the natural charge from an NBO analysis.
Geometry (Å):
C1 -0.995 0.065 4.118  0.153
C2 -2.245 -1.483 3.817  0.116
C3 0.531 0.063 -0.504  0.579
C4 0.373 2.360 -1.492  -0.596
C5 1.577 0.567 -2.716  -0.647
C6 -0.959 0.402 -2.397  -0.583
C7 1.306 -2.011 0.662  -0.391
C8 0.430 0.860 -1.825  -0.173
C9 0.855 -1.430 -0.440  0.293
N1 -1.893 -0.642 4.771  -0.472
N2 -0.925 -0.302 2.847  -0.342
N3 -1.704 -1.312 2.660  -0.302
O1 0.331 0.628 0.572  -0.595
F1 0.766 -2.038 -1.597  -0.313
H1 -0.507 0.850 4.470  0.184
H2 -2.734 -2.454 3.963  0.188
H3 1.117 2.539 -0.632  0.236
H4 -0.673 2.626 -1.319  0.218
H5 0.688 2.907 -2.416  0.214
H6 2.592 1.017 -2.548  0.233
H7 1.892 -0.557 -3.043  0.238
H8 1.416 0.975 -3.776  0.223
H9 -1.074 0.861 -3.271  0.208
H10 -0.864 -0.703 -2.640  0.225
H11 -1.731 0.709 -1.713  0.220
H12 1.536 -3.050 0.802  0.220
H13 -0.478 0.157 2.050  0.446
H14 1.370 -1.603 1.596  0.221

[3]
DFT (wB97M-V/def2-TZVPD) results for the molecule C22H20F3N3O3.

The value obtained for the total energy is -41903.583 eV. As for the spin multiplicity: 1. Its HOMO-LUMO gap is 0.3346 Eh. The value obtained for the energy above the lowest of the compared OMol25 structures with the same formula, charge and spin is 221.0 kJ/mol. The SMILES is O=C(N[C@@H](c1cccnc1)C(F)(F)F)c1cc(COc2ccc3c(c2)CCCC3)on1.

Each line ends with the natural charge from an NBO analysis.
Geometry (Å):
O1 -0.061 0.190 -2.900  -0.570
C1 0.435 -0.744 -2.316  0.657
N1 0.871 -1.896 -2.898  -0.613
C2 1.005 -2.090 -4.327  -0.141
C3 -0.091 -1.387 -5.099  -0.063
C4 -1.398 -1.828 -4.913  -0.154
C5 -2.424 -1.207 -5.600  -0.251
C6 -2.098 -0.171 -6.463  0.039
N2 -0.861 0.245 -6.654  -0.406
C7 0.117 -0.337 -5.988  0.053
C8 2.430 -1.692 -4.747  0.971
F1 2.659 -1.891 -6.051  -0.320
F2 2.748 -0.429 -4.469  -0.315
F3 3.323 -2.458 -4.090  -0.332
C9 0.603 -0.782 -0.841  0.034
C10 0.165 0.181 0.099  -0.307
C11 0.594 -0.324 1.295  0.311
C12 0.475 0.177 2.693  -0.116
O2 -0.830 0.669 2.864  -0.486
C13 -1.170 1.202 4.082  0.286
C14 -2.484 1.654 4.197  -0.256
C15 -2.915 2.202 5.383  -0.166
C16 -2.069 2.319 6.482  -0.050
C17 -0.758 1.874 6.366  -0.004
C18 -0.319 1.315 5.168  -0.256
C19 0.208 1.948 7.518  -0.424
C20 -0.249 2.924 8.596  -0.391
C21 -1.703 2.639 8.951  -0.391
C22 -2.586 2.949 7.748  -0.418
O3 1.231 -1.486 1.082  -0.248
N3 1.237 -1.761 -0.233  -0.125
H1 1.355 -2.542 -2.289  0.428
H2 0.940 -3.170 -4.526  0.237
H3 -1.602 -2.639 -4.227  0.214
H4 -3.448 -1.519 -5.468  0.220
H5 -2.860 0.349 -7.029  0.193
H6 1.099 0.068 -6.182  0.202
H7 -0.377 1.081 -0.095  0.258
H8 1.216 0.976 2.857  0.200
H9 0.689 -0.650 3.386  0.202
H10 -3.139 1.563 3.346  0.225
H11 -3.935 2.549 5.467  0.210
H12 0.704 0.973 5.112  0.204
H13 1.197 2.229 7.149  0.214
H14 0.298 0.948 7.954  0.210
H15 0.388 2.826 9.477  0.210
H16 -0.161 3.948 8.228  0.197
H17 -2.015 3.244 9.804  0.210
H18 -1.809 1.588 9.226  0.196
H19 -3.608 2.610 7.931  0.214
H20 -2.626 4.034 7.601  0.208